{"formula": "C4H6FNOS", "method": "ωB97M-V/def2-TZVPD", "species": ["C", "C", "C", "F", "N", "O", "C", "S", "H", "H", "H", "H", "H", "H"], "xyz": [[1.89264, 1.46320, 0.10234], [1.12355, 0.19860, 0.05149], [1.70975, -0.97856, -0.02897], [3.08918, -1.09738, -0.04714], [-0.30749, 0.25147, -0.10484], [-0.74698, 1.54870, -0.11378], [-1.19785, -0.73082, 0.08624], [-2.85914, -0.44581, 0.01630], [2.94542, 1.26002, 0.14879], [1.57938, 1.91629, 1.05201], [1.68614, 2.15940, -0.70982], [1.24906, -1.95900, -0.16630], [-1.74387, 1.47889, -0.04181], [-0.81274, -1.71070, 0.25801]], "atomic_forces_ev_per_a": [[-0.725, 0.540, 0.983], [-0.368, -0.632, -1.221], [1.250, -1.272, -0.300], [-1.278, 0.311, 0.218], [0.266, -0.365, 1.039], [-0.750, 0.348, -0.221], [-1.314, 1.438, -0.521], [1.225, -0.165, 0.189], [0.384, -0.189, -0.012], [0.305, 0.440, -0.269], [-0.168, -0.189, 0.031], [0.132, 0.464, 0.134], [0.613, -0.317, -0.082], [0.427, -0.412, 0.032]], "nbo_charge": [-0.645, 0.082, 0.193, -0.340, -0.078, -0.542, -0.080, -0.204, 0.244, 0.235, 0.244, 0.179, 0.499, 0.211], "de_lowest_kj_mol": 289.04, "gap_ev": 8.591, "charge": 0, "spin_multiplicity": 1, "smiles": "C/C(=C\\F)N(O)C=S"}

{"formula": "C8H5Cl2FO", "method": "ωB97M-V/def2-TZVPD", "species": ["C", "C", "C", "C", "C", "C", "C", "C", "O", "F", "Cl", "Cl", "H", "H", "H", "H", "H"], "xyz": [[-0.91209, 2.11943, -0.63964], [-1.55111, 0.88635, -0.42483], [0.51077, 2.18405, -0.64758], [-0.86771, -0.31674, -0.47408], [1.21533, 1.02598, -0.59777], [0.60562, -0.30516, -0.65200], [1.33811, -1.34888, -0.89660], [0.24854, -2.06825, 1.86710], [1.96141, -2.26596, -1.21865], [0.94314, -2.43978, 2.97090], [-0.67784, -3.36403, 1.18936], [-0.73480, -0.68831, 2.25234], [-1.49911, 2.96326, -0.88537], [-2.56173, 0.85278, -0.15225], [1.09527, 3.04874, -0.72205], [-1.42082, -1.21537, -0.24737], [2.30701, 0.93189, -0.72153]], "atomic_forces_ev_per_a": [[1.111, -1.263, 0.068], [2.025, 0.509, -0.680], [-1.628, -1.407, 0.048], [1.731, 0.247, 0.219], [1.190, -2.851, -0.850], [-4.489, 5.231, 0.937], [2.159, -4.903, 0.339], [1.636, 0.998, -1.080], [-0.625, 1.348, 0.096], [-0.213, -0.354, 0.035], [-0.574, -0.949, 0.097], [-0.478, 0.325, 0.766], [-0.457, 0.952, 0.332], [-1.420, 0.036, -0.090], [0.254, 1.452, -0.128], [0.288, -0.232, -0.434], [-0.510, 0.862, 0.325]], "nbo_charge": [-0.149, -0.216, -0.233, -0.079, -0.113, -0.361, 0.840, -0.030, -0.351, -0.352, -0.066, -0.038, 0.220, 0.227, 0.231, 0.252, 0.218], "gap_ev": [4.938, 4.929], "charge": 0, "spin_multiplicity": 1}

{"formula": "C34H44N8OPSZr", "method": "ωB97M-V/def2-TZVPD", "species": ["Zr", "C", "C", "C", "C", "C", "C", "N", "C", "C", "C", "C", "C", "N", "C", "C", "C", "C", "C", "C", "N", "H", "H", "H", "H", "H", "H", "H", "H", "H", "H", "H", "H", "H", "H", "H", "C", "C", "C", "C", "N", "C", "S", "N", "H", "H", "H", "H", "H", "O", "P", "N", "C", "C", "C", "C", "N", "C", "C", "C", "C", "N", "C", "C", "C", "C", "H", "H", "H", "H", "H", "H", "H", "H", "H", "H", "H", "H", "H", "H", "H", "H", "H", "H", "H", "H", "H", "H", "H", "H"], "xyz": [[0.92494, 1.22978, 0.30923], [2.15476, -0.94838, -2.54976], [3.19282, -0.22399, -1.74887], [4.52488, -0.62758, -1.80542], [5.49136, 0.08957, -1.13346], [5.13221, 1.26572, -0.48333], [3.80965, 1.63642, -0.48006], [2.83561, 0.86269, -1.04013], [3.31989, 2.97770, -0.08968], [4.09851, 4.09008, 0.14069], [3.47453, 5.33187, 0.21078], [2.10252, 5.43735, 0.03487], [1.37927, 4.27308, -0.13842], [1.98071, 3.08048, -0.17647], [-0.09150, 4.19129, -0.21585], [-0.85918, 5.17756, -0.77868], [-2.24574, 5.04387, -0.73445], [-2.78483, 3.98921, -0.03026], [-1.95314, 3.03878, 0.55778], [-2.52045, 2.01823, 1.49119], [-0.61695, 3.07670, 0.37575], [2.16778, -0.54751, -3.56689], [1.15753, -0.80667, -2.14883], [2.37795, -2.01165, -2.62969], [4.78930, -1.50098, -2.38709], [6.52662, -0.22632, -1.15266], [5.88421, 1.88922, -0.02010], [5.17188, 4.01211, 0.23671], [4.06877, 6.22030, 0.38203], [1.60924, 6.39867, 0.06636], [-0.39288, 6.03725, -1.24067], [-2.88523, 5.77977, -1.20443], [-3.85532, 3.90371, 0.10634], [-3.11296, 2.53528, 2.24779], [-1.72851, 1.47491, 2.00125], [-3.17981, 1.31877, 0.98012], [4.50216, -2.44019, 3.98605], [3.64231, -1.76105, 2.98356], [3.25010, -2.39496, 1.78586], [2.43914, -1.70344, 0.93440], [2.01577, -0.45812, 1.22602], [2.43265, 0.07494, 2.39612], [1.77952, 1.66700, 2.67723], [3.22413, -0.52123, 3.25854], [3.93357, -3.24290, 4.46529], [4.82234, -1.73839, 4.74986], [5.36562, -2.91201, 3.51484], [3.58521, -3.39471, 1.54789], [2.09259, -2.12852, -0.00011], [-0.23571, -0.13636, -0.49237], [-1.57498, -0.96434, -0.36474], [-1.48130, -2.45835, -0.96261], [-1.64557, -2.80701, -2.39831], [-1.47374, -4.33763, -2.43997], [-1.52672, -4.78440, -0.97275], [-0.90290, -3.60806, -0.23656], [-2.66239, -0.07736, -1.18532], [-2.26300, 0.66216, -2.42141], [-3.43515, 0.45271, -3.37284], [-4.63679, 0.35681, -2.43414], [-4.10654, -0.43836, -1.24278], [-1.94496, -1.07207, 1.22020], [-0.97384, -1.04395, 2.33049], [-1.85370, -1.23673, 3.55598], [-2.85668, -2.28211, 3.06579], [-3.16952, -1.82705, 1.63907], [-0.89630, -2.30565, -3.01517], [-2.63188, -2.49430, -2.74119], [-0.51168, -4.59900, -2.88018], [-2.24923, -4.81027, -3.03728], [-0.99523, -5.71659, -0.79567], [-2.56093, -4.91300, -0.64982], [0.18679, -3.62563, -0.35193], [-1.14746, -3.56833, 0.82354], [-1.32761, 0.28615, -2.83616], [-2.13661, 1.72247, -2.18502], [-3.31070, -0.47957, -3.92633], [-3.52239, 1.26391, -4.09249], [-5.49444, -0.13216, -2.88967], [-4.95069, 1.35145, -2.11299], [-4.23776, -1.51404, -1.38647], [-4.60754, -0.15867, -0.31650], [-0.43030, -0.09596, 2.36644], [-0.24764, -1.86009, 2.26148], [-2.37174, -0.30677, 3.80209], [-1.28511, -1.55318, 4.42804], [-3.75381, -2.32575, 3.67871], [-2.40248, -3.27449, 3.06504], [-4.03260, -1.16016, 1.62633], [-3.37266, -2.66192, 0.96621]], "atomic_forces_ev_per_a": [[1.030, 0.441, 0.399], [0.066, 0.040, -0.031], [-0.100, 0.022, 0.075], [0.048, -0.018, -0.015], [0.053, -0.027, -0.014], [0.080, 0.095, 0.128], [-0.082, -0.023, -0.292], [0.043, -0.087, 0.027], [-0.106, 0.044, -0.272], [0.076, 0.036, 0.050], [0.032, 0.012, 0.004], [0.050, 0.081, -0.019], [-0.064, -0.084, 0.037], [0.233, 0.661, -0.306], [-0.014, -0.026, 0.164], [-0.018, 0.097, 0.016], [-0.033, -0.042, 0.017], [-0.047, 0.071, -0.007], [0.099, -0.130, 0.071], [-0.050, 0.052, -0.126], [0.051, 0.002, -0.102], [-0.007, 0.002, 0.003], [-0.066, -0.039, 0.018], [0.012, 0.005, 0.049], [-0.015, 0.022, -0.001], [-0.018, -0.002, -0.005], [-0.018, -0.008, 0.006], [-0.008, 0.004, -0.034], [-0.018, -0.003, 0.002], [0.000, -0.016, 0.010], [-0.018, -0.031, -0.020], [0.012, 0.011, 0.027], [0.024, 0.006, 0.017], [0.041, 0.002, 0.038], [-0.019, -0.031, 0.037], [0.045, 0.007, -0.017], [0.015, -0.052, 0.032], [-0.045, 0.061, -0.059], [0.063, -0.029, 0.074], [-0.138, -0.086, -0.145], [0.342, -0.321, 0.639], [-0.068, -0.296, -0.028], [-0.427, 0.091, -0.261], [0.060, 0.006, 0.152], [-0.010, 0.024, -0.011], [0.020, 0.002, -0.005], [-0.014, 0.031, -0.024], [-0.018, 0.005, 0.015], [0.004, 0.006, -0.007], [-0.930, -0.233, 0.089], [-0.550, -0.125, 0.131], [0.261, 0.099, -0.115], [-0.051, -0.032, -0.011], [-0.008, -0.034, 0.115], [-0.001, 0.035, -0.093], [-0.098, -0.096, -0.132], [0.234, -0.092, -0.315], [-0.120, -0.005, -0.029], [-0.069, -0.002, 0.082], [0.051, -0.016, -0.044], [-0.051, 0.022, 0.062], [0.141, -0.342, -0.216], [-0.063, -0.009, 0.045], [-0.099, -0.064, -0.008], [0.026, 0.084, 0.011], [-0.055, 0.042, 0.126], [-0.005, 0.010, -0.013], [0.008, 0.008, 0.044], [-0.006, 0.014, -0.004], [0.028, 0.005, -0.040], [-0.011, -0.008, -0.004], [0.012, -0.007, 0.033], [0.007, 0.020, 0.052], [-0.023, 0.023, -0.005], [0.027, -0.011, 0.034], [0.021, 0.017, 0.020], [0.011, 0.017, -0.011], [0.001, -0.023, -0.025], [-0.021, 0.024, 0.000], [0.008, -0.001, 0.007], [0.037, -0.002, -0.021], [0.020, -0.019, 0.015], [0.038, 0.060, 0.029], [0.055, 0.028, -0.061], [0.045, 0.007, 0.001], [-0.003, -0.001, -0.017], [-0.001, -0.034, -0.008], [0.006, 0.004, -0.005], [0.031, 0.019, -0.012], [0.015, 0.028, -0.010]], "mulliken_charge": [0.219, -0.890, 0.747, -0.725, -0.840, -0.833, 0.950, -0.118, 0.667, -0.852, -0.825, -1.004, 0.533, 0.148, 0.561, -0.971, -0.741, -0.710, 0.769, -0.972, -0.136, 0.442, -0.282, 0.488, 0.535, 0.538, 0.514, 0.419, 0.501, 0.493, 0.533, 0.514, 0.553, 0.631, -0.082, -0.040, -1.297, 0.700, -1.273, -0.222, 1.273, 0.361, -0.398, -0.603, 0.316, 0.367, 0.386, 0.508, 0.267, 1.168, -2.053, 0.480, -0.209, -0.729, -0.788, -0.162, 0.688, -0.172, -0.701, -0.840, -0.443, 0.964, 0.132, -0.670, -0.840, -0.429, 0.249, 0.218, 0.303, 0.379, 0.390, 0.328, 0.121, 0.139, 0.035, 0.298, 0.275, 0.419, 0.418, 0.321, 0.424, 0.163, -0.404, 0.293, 0.311, 0.439, 0.437, 0.312, 0.353, 0.263], "de_lowest_kj_mol": 69.80, "gap_ev": 7.398, "charge": 3, "spin_multiplicity": 1}

Number 1: M 135.2 g mol⁻¹, calculated total energy -21332.90961 eV. Number 2: M 207.0 g mol⁻¹, calculated total energy -38181.96244 eV. Number 3: M 735.0 g mol⁻¹, calculated total energy -71329.57740 eV.